Model w:
{
  "formula": "CH3NO4S",
  "method": "ωB97M-V/def2-TZVPD",
  "elements": ["C", "S", "O", "O", "N", "O", "O", "H", "H", "H"],
  "xyz": [[-1.332, -0.003, 0.081], [0.256, -0.865, -0.092], [0.354, -1.585, 1.154], [0.636, -1.428, -1.336], [1.418, 0.823, -0.164], [0.718, 1.784, -0.322], [2.593, 0.639, -0.075], [-2.044, 0.125, -0.690], [-1.794, -0.405, 1.044], [-0.804, 0.914, 0.401]],
  "homo_energy_ev": -10.6,
  "orbital_gap_ev": 10.4,
  "charge": 0,
  "spin_multiplicity": 1,
  "smiles": "CS(=O)(=O)[N+](=O)[O-]",
  "lumo_energy_ev": -0.20
}



Model x:
{
  "formula": "CH3NO4S",
  "method": "ωB97M-V/def2-TZVPD",
  "elements": ["C", "N", "O", "O", "O", "O", "S", "H", "H", "H"],
  "xyz": [[-2.136, -0.392, -0.144], [0.077, -0.633, 0.565], [-3.157, 0.190, -0.284], [1.255, 1.986, 0.045], [2.499, -0.849, 0.092], [-1.075, 0.170, 0.465], [1.355, -0.253, -0.506], [-1.933, -1.431, -0.474], [0.366, -0.650, 1.539], [1.737, 2.413, -0.662]],
  "homo_energy_ev": [-10.4, -10.4],
  "orbital_gap_ev": [9.0, 9.0],
  "charge": 0,
  "spin_multiplicity": 1,
  "lumo_energy_ev": [-1.42, -1.42]
}



Energy comparison, zero being the most stable, in hartree: model w 0.0113; model x 0.0000.



Model w:
{
  "formula": "H6OSi2",
  "method": "ωB97M-V/def2-TZVPD",
  "elements": ["O", "Si", "H", "H", "Si", "H", "H", "H", "H"],
  "xyz": [[-2.257, 1.504, 0.056], [-2.156, 1.628, 1.531], [-2.994, 2.563, 2.339], [-1.431, 0.901, 2.535], [1.854, -0.237, -0.175], [0.463, 0.001, 0.374], [2.766, 0.801, 0.303], [2.062, 0.131, -1.657], [2.238, -1.705, -0.029]],
  "homo_energy_ev": -10.9,
  "orbital_gap_ev": 10.5,
  "charge": 0,
  "spin_multiplicity": 1,
  "smiles": "O=[SiH2].[SiH4]",
  "lumo_energy_ev": -0.40
}



Model x:
{
  "formula": "H6OSi2",
  "method": "ωB97M-V/def2-TZVPD",
  "elements": ["Si", "O", "Si", "H", "H", "H", "H", "H", "H"],
  "xyz": [[-1.872, 0.020, -0.108], [0.053, -0.784, 0.071], [1.465, -0.021, -0.073], [-1.969, -0.490, -1.495], [-2.413, -0.485, 1.274], [-1.349, 1.312, 0.223], [2.591, -0.445, -0.907], [2.199, -0.478, 1.206], [1.295, 1.371, -0.192]],
  "homo_energy_ev": -9.4,
  "orbital_gap_ev": 8.9,
  "charge": 0,
  "spin_multiplicity": 1,
  "smiles": "[SiH3]O[SiH3]",
  "lumo_energy_ev": -0.58
}



Energy comparison, zero being the most stable, in hartree: model w 0.0265; model x 0.0000.



Model w:
{
  "formula": "C2H2O2S",
  "method": "ωB97M-V/def2-TZVPD",
  "elements": ["C", "C", "O", "O", "S", "H", "H"],
  "xyz": [[-0.135, 0.149, -0.009], [1.175, -0.078, 0.046], [-0.996, -1.048, 0.029], [-1.079, 1.186, -0.034], [-2.338, 0.040, 0.022], [1.741, 0.839, -0.083], [1.633, -1.089, 0.028]],
  "homo_energy_ev": [-7.3, -10.1],
  "orbital_gap_ev": [8.0, 8.1],
  "charge": 0,
  "spin_multiplicity": 3,
  "s_squared": 2.010,
  "lumo_energy_ev": [0.76, -2.05]
}



Model x:
{
  "formula": "C2H2O2S",
  "method": "ωB97M-V/def2-TZVPD",
  "elements": ["C", "C", "O", "O", "S", "H", "H"],
  "xyz": [[0.857, -0.341, 0.572], [0.319, 0.056, -0.646], [1.275, -0.159, 1.617], [0.585, -1.312, -0.281], [-2.123, 0.667, -0.445], [0.669, 0.440, -1.610], [-1.581, 0.650, 0.793]],
  "homo_energy_ev": [-7.9, -10.1],
  "orbital_gap_ev": [8.5, 7.0],
  "charge": 0,
  "spin_multiplicity": 3,
  "s_squared": 2.008,
  "lumo_energy_ev": [0.63, -3.15]
}



Energy comparison, zero being the most stable, in hartree: model w 0.0000; model x 0.0221.